Below is a structure of composition C47H50InN8O16, with properties calculated with ωB97M-V with the def2-TZVPD basis set.

Output
net charge: -1
M: 1097.8 g mol⁻¹
highest occupied orbital energy: -5.11 eV
gap between HOMO and LUMO: 5.7053 eV

Element x y z (Å)
C: -4.0849 2.1744 2.0407
C: -2.9122 1.2055 2.1062
O: -2.4543 1.0100 0.7669
C: -1.7656 1.6300 3.0760
N: -0.5973 2.1853 2.4332
C: -0.7120 3.4996 1.7923
C: 0.4335 4.3881 2.2960
O: 0.6939 5.4940 1.5132
In: -0.8721 6.8048 1.0131
H: -4.9665 1.6727 1.6264
H: -4.3246 2.5446 3.0462
H: -3.8565 3.0423 1.4081
H: -3.3000 0.2492 2.5006
H: -1.8223 0.2785 0.7375
H: -1.4323 0.7280 3.6083
H: -2.1930 2.3070 3.8414
H: 0.1728 2.2156 3.0909
H: -1.6843 3.9617 2.0227
H: -0.6405 3.4192 0.6990
H: 1.3367 3.7362 2.3285
H: 0.2074 4.6513 3.3531
H: -1.6404 6.1708 -0.4476
H: -0.1372 8.3824 0.7475
H: -1.9839 6.7982 2.3981
C: 2.7823 2.1248 -1.9407
C: 2.8971 0.8731 -2.5366
C: 2.1815 -0.2020 -2.0301
C: 1.3748 0.0193 -0.9247
C: 1.2404 1.2536 -0.3103
C: 1.9589 2.3170 -0.8382
N: 0.6123 -1.1121 -0.3696
O: 0.7516 -2.2170 -0.8521
O: -0.1367 -0.8786 0.5715
H: 3.3386 2.9609 -2.3443
H: 3.5361 0.7282 -3.3965
H: 2.2472 -1.1837 -2.4776
H: 0.5963 1.3697 0.5568
H: 1.8669 3.2960 -0.3804
C: -2.2680 0.9252 -5.8899
C: -1.7605 -0.3196 -5.5384
C: -0.3903 -0.5076 -5.4523
C: 0.4392 0.5618 -5.7321
C: -0.0393 1.8100 -6.0847
C: -1.4121 1.9846 -6.1611
N: 1.8961 0.3721 -5.6440
O: 2.3135 -0.7300 -5.3379
O: 2.6092 1.3282 -5.8502
H: -3.3391 1.0702 -5.9403
H: -2.4262 -1.1379 -5.3146
H: 0.0308 -1.4607 -5.1679
H: 0.6511 2.6152 -6.2845
H: -1.8111 2.9543 -6.4259
C: -3.8589 -3.0133 0.9551
C: -5.0972 -3.4328 0.4789
C: -5.4026 -3.3247 -0.8687
C: -4.4401 -2.7950 -1.7080
C: -3.2041 -2.3700 -1.2594
C: -2.9147 -2.4798 0.0877
N: -4.7281 -2.6634 -3.1459
O: -5.8157 -2.9996 -3.5580
O: -3.8307 -2.2245 -3.8386
H: -3.6334 -3.0935 2.0105
H: -5.8329 -3.8394 1.1598
H: -6.3574 -3.6347 -1.2672
H: -2.4914 -1.9532 -1.9536
H: -1.9490 -2.1464 0.4401
C: -3.2104 1.6810 9.0696
C: -4.3021 0.8361 9.2373
C: -5.1022 0.5041 8.1515
C: -4.7643 1.0218 6.9155
C: -3.6904 1.8707 6.7249
C: -2.9198 2.2114 7.8206
N: -5.5635 0.6762 5.7193
O: -6.5625 0.0033 5.8575
O: -5.1268 1.0943 4.6697
H: -2.5820 1.9391 9.9121
H: -4.5308 0.4293 10.2132
H: -5.9574 -0.1490 8.2453
H: -3.4813 2.2601 5.7401
H: -2.0814 2.8840 7.6958
C: 5.0993 -5.1165 -3.0661
C: 4.1937 -4.4419 -2.2553
C: 4.4875 -3.1682 -1.7875
C: 5.6933 -2.6009 -2.1562
C: 6.6081 -3.2458 -2.9684
C: 6.3017 -4.5188 -3.4219
N: 6.0171 -1.2431 -1.6627
O: 5.2137 -0.7150 -0.9265
O: 7.0656 -0.7480 -2.0203
H: 4.8664 -6.1061 -3.4316
H: 3.2544 -4.9034 -1.9801
H: 3.8053 -2.6239 -1.1511
H: 7.5340 -2.7541 -3.2265
H: 6.9979 -5.0461 -4.0594
C: 2.4025 3.7013 5.0219
C: 2.6078 2.3913 5.4371
C: 2.0822 1.9495 6.6411
C: 1.3589 2.8476 7.4042
C: 1.1453 4.1593 7.0199
C: 1.6758 4.5831 5.8115
N: 0.7494 2.3744 8.6636
O: 0.9167 1.2163 8.9795
O: 0.0784 3.1687 9.2928
H: 2.8030 4.0354 4.0740
H: 3.1695 1.7060 4.8169
H: 2.2138 0.9347 6.9849
H: 0.5662 4.8183 7.6488
H: 1.5100 5.5996 5.4821
C: 1.1937 -3.9452 -7.5723
C: 2.0342 -3.7462 -6.4842
C: 3.1364 -4.5633 -6.3023
C: 3.3664 -5.5676 -7.2243
C: 2.5449 -5.7947 -8.3127
C: 1.4463 -4.9667 -8.4810
N: 4.5473 -6.4287 -7.0271
O: 5.2303 -6.1979 -6.0491
O: 4.7632 -7.3080 -7.8314
H: 0.3368 -3.2986 -7.7129
H: 1.8446 -2.9474 -5.7816
H: 3.8074 -4.4297 -5.4665
H: 2.7696 -6.5963 -9.0004
H: 0.7876 -5.1201 -9.3251

Below is a structure of composition C30H53As3BGeN5O2SSc in a non-equilibrium geometry, with properties calculated with ωB97M-V with the def2-TZVPD basis set.

Output
net charge: -1
M: 901.0 g mol⁻¹
energy relative to the best compared isomer or geometry (same formula, charge and spin): 52.04 kJ/mol
highest occupied orbital energy: -4.53 eV
gap between HOMO and LUMO: 6.7556 eV

Element x y z (Å)
Sc: 0.2204 -0.3576 -0.3636
C: -2.9294 -1.8713 3.0467
As: -2.1274 -0.4945 1.8066
C: -3.4904 -0.7970 0.4318
C: -3.0127 1.1299 2.5500
C: -2.2620 1.9205 3.6249
C: -1.7099 0.9493 4.6739
C: -1.1236 2.7428 3.0298
As: 0.4024 1.8506 2.1045
C: 1.5240 1.5210 3.7323
C: 1.2582 3.6015 1.7566
C: -3.2320 2.8712 4.3530
As: -4.2028 4.4283 3.5440
C: -2.7437 5.7558 3.3882
C: -4.4107 4.0732 1.6222
H: -3.9692 -1.6657 3.3066
H: -2.3504 -1.9679 3.9648
H: -2.8893 -2.8313 2.5292
H: -4.5067 -0.6698 0.8177
H: -3.3728 -1.8078 0.0395
H: -3.3276 -0.1016 -0.3884
H: -4.0087 0.8568 2.9276
H: -3.1456 1.7684 1.6775
H: -1.0547 0.2301 4.1776
H: -2.5173 0.4010 5.1611
H: -1.1337 1.4773 5.4336
H: -0.6969 3.3836 3.8137
H: -1.5330 3.3797 2.2461
H: 1.4613 2.3358 4.4537
H: 2.5575 1.4317 3.4001
H: 1.2549 0.5908 4.2298
H: 1.2536 4.2254 2.6548
H: 0.7099 4.1094 0.9656
H: 2.2895 3.4608 1.4311
H: -2.7040 3.3274 5.2025
H: -4.0291 2.2627 4.8022
H: -2.2211 5.8535 4.3389
H: -3.1606 6.7325 3.1356
H: -2.0317 5.4808 2.6167
H: -5.0767 3.2286 1.4573
H: -3.4644 3.8872 1.1236
H: -4.8686 4.9494 1.1598
B: 3.8720 0.1192 -0.1195
N: 3.1933 1.4145 -0.6066
C: 3.7953 2.5429 -0.9886
C: 2.8326 3.4299 -1.4279
C: 1.6383 2.7302 -1.2790
N: 1.8659 1.5172 -0.7707
N: 3.4622 -0.9678 -1.1307
C: 4.2347 -1.6593 -1.9743
C: 3.4192 -2.3919 -2.8152
C: 2.1305 -2.0695 -2.4031
N: 2.1720 -1.2144 -1.3834
H: 5.0598 0.2531 -0.1341
H: 3.4338 -0.1527 0.9639
H: 4.8590 2.6530 -0.9029
H: 2.9749 4.4321 -1.7857
H: 0.6448 3.0705 -1.5075
H: 5.3053 -1.6075 -1.9184
H: 3.7112 -3.0592 -3.6008
H: 1.1886 -2.4042 -2.7891
O: -1.7162 3.1913 -0.0793
C: -1.4711 2.2341 -0.8242
O: -1.1312 1.0879 -0.3509
C: -1.5879 2.4000 -2.3049
C: -2.0369 3.6401 -2.7622
C: -2.1593 3.9291 -4.1025
C: -1.8193 2.9527 -5.0347
C: -1.3665 1.7287 -4.6107
C: -1.2239 1.4123 -3.2472
S: -0.6173 -0.1713 -2.9037
H: -2.2873 4.3834 -2.0154
H: -2.5046 4.9028 -4.4259
H: -1.9095 3.1603 -6.0949
H: -1.0882 0.9683 -5.3259
C: 3.0864 -2.2807 3.1535
C: 1.9870 -1.6392 2.4950
N: 1.1197 -1.1319 1.9427
H: 3.9867 -1.6872 2.9953
H: 3.2280 -3.2723 2.7266
H: 2.8860 -2.3674 4.2201
C: 0.1021 -4.9557 -2.5222
Ge: -0.9342 -4.2864 -0.9386
C: -2.8400 -4.2845 -1.5522
C: -0.8544 -5.8741 0.3312
C: -0.2440 -2.7005 0.0175
H: -0.1821 -5.9848 -2.7347
H: 1.1735 -4.9327 -2.3423
H: -0.1052 -4.3615 -3.4070
H: -3.0494 -5.2216 -2.0627
H: -3.0278 -3.4704 -2.2453
H: -3.5373 -4.1935 -0.7234
H: -1.1866 -6.7847 -0.1586
H: -1.4843 -5.7122 1.2029
H: 0.1596 -6.0410 0.6863
H: 0.7752 -3.0742 0.2457
H: -0.7810 -2.7836 0.9852

Below is a structure of composition C41H42P2ReS in a non-equilibrium geometry, with properties calculated with ωB97M-V with the def2-TZVPD basis set.

Output
net charge: +2
M: 815.0 g mol⁻¹
highest occupied orbital energy (alpha / beta): -12.70 / -13.29 eV
gap between HOMO and LUMO (alpha / beta): 6.0660 / 5.9743 eV
⟨S²⟩: 3.795
multiplicity: 4

Element x y z (Å)
Re: -0.2658 -0.7899 -0.4695
C: -1.4610 3.1462 2.3797
C: -0.8631 3.4194 1.2187
C: 0.5769 3.4104 0.9482
C: 1.5078 2.3296 1.6521
C: 1.0917 0.9801 2.0170
C: 0.1923 0.5987 2.9621
C: -0.1791 1.4972 4.0548
C: -0.8337 2.8721 3.7252
C: -1.8692 -2.0341 -0.3788
H: -2.5248 3.4669 2.4956
H: -1.5074 3.6163 0.3527
H: 1.0110 4.4058 1.2099
H: 0.6912 3.2677 -0.1464
H: 2.3381 2.1806 0.9164
H: 1.8743 2.7704 2.5983
H: 1.7361 0.1326 1.5442
H: -0.0164 -0.5116 3.0651
H: 0.6972 1.6702 4.7179
H: -0.8860 0.9090 4.6488
H: -1.6537 2.9300 4.4756
H: -0.0638 3.6362 3.9542
H: -2.7192 -1.2943 -0.2768
H: -1.6843 -2.7589 0.4576
H: -1.8537 -2.4816 -1.4053
P: 0.6296 0.2483 -2.1746
P: 1.5361 -1.9959 -0.2635
C: 2.2256 0.4107 -1.2211
C: 2.7634 -0.6697 -0.5619
C: 1.0960 -0.1932 -3.8097
C: 2.4414 -0.0355 -4.1788
C: 2.8172 -0.3098 -5.4917
C: 1.8325 -0.8088 -6.3661
C: 0.5007 -1.0358 -5.9736
C: 0.1175 -0.7506 -4.6602
C: -0.3197 1.8101 -2.3518
C: -1.4905 1.9115 -1.6106
C: -2.4421 2.8458 -2.0475
C: -2.1019 3.7651 -3.0477
C: -0.8688 3.6970 -3.7212
C: 0.0410 2.6979 -3.3892
C: 2.2432 -3.4132 -1.1296
C: 2.0857 -3.5410 -2.5150
C: 2.7367 -4.5852 -3.1778
C: 3.5004 -5.5029 -2.4308
C: 3.6338 -5.3863 -1.0402
C: 2.9865 -4.3376 -0.3957
C: 1.5323 -2.6119 1.5020
C: 0.5198 -3.4989 1.9031
C: 0.4411 -3.8922 3.2427
C: 1.4044 -3.4408 4.1428
C: 2.4239 -2.5732 3.7236
C: 2.4911 -2.1326 2.3983
H: 2.7643 1.3971 -1.2715
H: 3.8090 -0.7616 -0.2226
H: 3.1793 0.3147 -3.4466
H: 3.8494 -0.1188 -5.8088
H: 2.1237 -1.0148 -7.4028
H: -0.2393 -1.4261 -6.6845
H: -0.8972 -0.9329 -4.2657
H: -1.6478 1.2689 -0.7071
H: -3.4386 2.8471 -1.6093
H: -2.8330 4.5262 -3.3389
H: -0.5977 4.4515 -4.4687
H: 1.0023 2.5715 -3.9049
H: 1.4641 -2.8002 -3.0319
H: 2.6574 -4.6772 -4.2674
H: 4.0041 -6.3224 -2.9443
H: 4.2296 -6.0848 -0.4483
H: 3.0660 -4.1915 0.6741
H: -0.2185 -3.8305 1.1712
H: -0.3508 -4.5726 3.5712
H: 1.3726 -3.7827 5.1787
H: 3.1955 -2.2694 4.4212
H: 3.2829 -1.4611 2.0434
S: -2.3619 0.4156 1.9347
C: -3.7711 1.1748 2.4610
C: -4.7558 1.6292 1.5339
C: -5.7931 2.4479 1.9676
C: -5.9092 2.7509 3.3435
C: -5.0318 2.1972 4.3023
C: -3.9973 1.3820 3.8569
H: -4.5843 1.3287 0.4995
H: -6.4943 2.8290 1.2061
H: -6.7599 3.3524 3.6717
H: -5.1621 2.3843 5.3807
H: -3.2684 0.9373 4.5343

Below is a cluster of 2 separate species, C12H17N2O in total in a non-equilibrium geometry, with properties calculated with ωB97M-V with the def2-TZVPD basis set.

Output
net charge: +1
M: 205.3 g mol⁻¹
energy relative to the best compared isomer or geometry (same formula, charge and spin): 697.04 kJ/mol
highest occupied orbital energy (alpha / beta): -11.51 / -12.79 eV
gap between HOMO and LUMO (alpha / beta): 5.2702 / 7.1175 eV

Element x y z (Å)
C: 1.9035 -0.3413 3.8240
C: 2.2723 -1.4571 3.0958
C: 0.6605 0.2184 3.6959
C: 1.4394 -1.8851 2.0860
C: -0.2343 -0.2232 2.7041
C: 0.1517 -1.3076 1.8862
C: -0.4361 0.2078 -1.1129
C: -1.0509 1.8062 -2.6228
C: -0.1202 2.4158 -1.4575
C: 1.1892 3.1349 -2.0772
C: -2.0860 -0.4465 -2.8409
C: -0.6782 -3.0590 0.5261
N: -1.1816 0.4691 -2.2055
N: -0.7135 -1.7583 0.9375
O: 0.1852 1.2371 -0.6945
H: 2.5082 0.1991 4.4891
H: 3.2013 -1.8830 3.1299
H: 0.6416 1.1503 4.1509
H: 1.6729 -2.6578 1.4204
H: -1.1725 0.1450 2.4709
H: -1.9806 2.2215 -2.7630
H: -0.5215 1.7574 -3.6369
H: -0.6352 3.0516 -0.6928
H: 1.8566 2.3352 -2.4737
H: 1.7150 3.6038 -1.3738
H: 0.9711 3.7791 -3.0033
H: -3.1530 0.0048 -2.8803
H: -2.3930 -1.2665 -2.2173
H: -1.6621 -0.7698 -3.8320
H: -1.3402 -3.7259 1.2023
H: -1.2326 -3.1995 -0.3688
H: 0.2227 -3.7567 0.6343

Below is a structure of composition C15H39F6NO11S2V in a non-equilibrium geometry, with properties calculated with ωB97M-V with the def2-TZVPD basis set.

Output
M: 638.5 g mol⁻¹
energy relative to the best compared isomer or geometry (same formula, charge and spin): 726.27 kJ/mol
highest occupied orbital energy (alpha / beta): -7.26 / -7.26 eV
gap between HOMO and LUMO (alpha / beta): 1.5977 / 1.6354 eV
⟨S²⟩: 3.911
multiplicity: 4

Element x y z (Å)
V: 3.2202 1.2041 -3.4769
C: 0.4783 0.1294 -1.9034
O: 1.7311 0.7567 -1.9577
H: -0.3392 0.8598 -1.8974
H: 0.2452 -0.4885 -2.7810
H: 0.4185 -0.5314 -1.0338
C: -4.8001 -0.8452 4.1685
F: -4.0607 -1.8191 4.6459
F: -4.8556 -0.9198 2.8454
F: -6.0277 -0.9000 4.6602
S: -4.0947 0.8391 4.8092
O: -5.1748 1.7567 5.0530
O: -3.3411 0.4396 5.9694
N: -2.9229 1.3619 3.6301
S: -3.7646 2.2485 2.6068
O: -5.0114 1.6418 2.2103
O: -3.7786 3.6249 3.0717
C: -2.6790 2.2581 1.0720
F: -3.3053 2.9544 0.1341
F: -1.5403 2.8346 1.3517
F: -2.5169 1.0328 0.6090
C: 3.2252 4.5414 0.7484
C: 3.0786 3.2471 -0.0355
O: 1.8623 2.6180 0.2904
H: 4.0536 5.1257 0.3468
H: 3.4713 4.2900 1.7812
H: 2.3047 5.1199 0.7522
H: 3.9478 2.5953 0.1282
H: 3.1507 3.4340 -1.1131
H: 1.7358 1.9133 -0.3770
C: -1.9374 -1.9242 1.5948
C: -1.1960 -1.5478 2.8539
O: -0.5120 -0.3397 2.5584
H: -2.5391 -2.8376 1.7184
H: -1.3201 -2.0877 0.7099
H: -2.6343 -1.1354 1.3222
H: -0.5228 -2.3602 3.1614
H: -1.8531 -1.4076 3.7128
H: 0.2674 -0.4996 1.9737
C: 0.6887 5.0361 -2.1679
C: -0.4383 4.1381 -2.6663
O: -0.2454 4.0084 -4.0770
H: 1.6594 4.6164 -2.4324
H: 0.6934 5.1977 -1.0861
H: 0.6289 6.0529 -2.5645
H: -1.3783 4.6487 -2.4258
H: -0.5220 3.1763 -2.1678
H: -0.3903 4.8949 -4.4216
C: 0.1573 -4.5952 -0.1611
C: 1.1526 -3.8792 -1.0566
O: 2.4747 -4.2833 -0.6825
H: -0.8684 -4.3972 -0.4725
H: 0.2412 -4.1484 0.8338
H: 0.3596 -5.6573 -0.0344
H: 0.9870 -2.8166 -0.8314
H: 1.0458 -4.0211 -2.1336
H: 3.0800 -3.8263 -1.2752
C: -0.0705 -3.7951 -4.7876
C: 0.4980 -2.3988 -4.7128
O: 1.5081 -2.3789 -5.7401
H: -0.2136 -4.0731 -5.8299
H: -0.9876 -3.9188 -4.2096
H: 0.6465 -4.5073 -4.3741
H: 0.9464 -2.1502 -3.7452
H: -0.2245 -1.5975 -4.9082
H: 2.1532 -1.7086 -5.5048
C: 2.6458 -2.1802 2.8315
C: 2.9477 -1.5071 1.5087
O: 1.8406 -0.6475 1.2147
H: 3.5118 -2.7149 3.2216
H: 1.7983 -2.8586 2.7369
H: 2.3646 -1.4379 3.5823
H: 3.0002 -2.2906 0.7447
H: 3.8667 -0.9172 1.5367
H: 1.9794 -0.2461 0.3445

Below is a structure of composition C18H54MgO13S in a non-equilibrium geometry, with properties calculated with ωB97M-V with the def2-TZVPD basis set.

Output
M: 535.0 g mol⁻¹
highest occupied orbital energy: -9.20 eV
gap between HOMO and LUMO: 9.2537 eV

Element x y z (Å)
Mg: 0.5342 1.0404 -1.1423
S: -0.2647 -0.0605 0.9901
O: -1.0071 0.8131 0.0063
O: 1.0271 -0.3527 0.2779
O: 0.0235 0.6700 2.2278
O: -0.9686 -1.2693 1.2687
C: 0.5019 -0.5687 6.1558
C: -0.0967 0.8406 6.0656
O: -1.1457 0.8908 5.0564
H: 1.2169 -0.6364 6.9775
H: 0.9768 -0.8966 5.2372
H: -0.2709 -1.3042 6.3972
H: 0.6302 1.6626 6.0424
H: -0.6255 1.0515 6.9653
H: -0.7505 0.6755 4.1277
C: 2.0973 3.8661 2.3048
C: 2.0911 2.6552 1.3602
O: 1.0113 2.6354 0.4651
H: 1.4415 3.7545 3.1650
H: 1.8713 4.7946 1.7611
H: 3.1415 3.9409 2.7257
H: 2.2051 1.6601 1.7758
H: 2.9260 2.8544 0.6437
H: 0.1936 2.4964 0.9482
C: -1.9196 3.5240 -0.9663
C: -1.1120 3.5509 -2.2085
O: 0.1024 2.9274 -1.9836
H: -2.1351 2.5044 -0.7602
H: -2.8958 4.0601 -1.0413
H: -1.3056 3.7349 -0.0732
H: -0.9912 4.4706 -2.7145
H: -1.5515 2.9026 -2.9589
H: 0.6159 3.5036 -1.3645
C: 4.4649 1.9792 -2.5496
C: 3.1425 1.4872 -3.0584
O: 2.4100 0.9204 -2.0014
H: 5.1428 2.4669 -3.2356
H: 5.0367 1.0867 -2.1548
H: 4.3117 2.6272 -1.7091
H: 3.2316 0.7961 -3.8990
H: 2.4842 2.3155 -3.4405
H: 2.9209 0.1581 -1.5780
C: -4.6566 -0.7158 -2.2759
C: -3.8738 -2.0302 -2.0813
O: -2.4755 -1.8232 -2.3662
H: -4.5712 -0.1358 -1.3779
H: -5.6916 -0.9504 -2.4896
H: -4.3717 -0.1700 -3.1980
H: -4.1610 -2.7161 -2.9084
H: -3.9618 -2.4245 -1.0536
H: -1.9848 -2.4548 -1.8731
C: 0.4429 -4.5331 1.1100
C: -0.9536 -4.3149 0.5314
O: -0.8600 -3.3295 -0.5192
H: 0.3312 -5.1125 2.0356
H: 0.9704 -3.5816 1.3204
H: 1.1205 -5.0997 0.5033
H: -1.7328 -3.9360 1.2851
H: -1.3189 -5.2146 0.0417
H: -0.6471 -2.4774 -0.1285
C: 5.1562 -3.1149 -0.9785
C: 3.6951 -2.7975 -0.5959
O: 3.4471 -1.3722 -0.5540
H: 5.8617 -2.7052 -0.2992
H: 5.4239 -2.6990 -1.9334
H: 5.3174 -4.1656 -1.0658
H: 3.5940 -3.0149 0.4578
H: 2.8831 -3.2461 -1.1769
H: 2.6115 -1.2363 -0.0781
C: 0.3977 -0.9502 -4.6956
C: -0.5907 -0.0464 -4.0381
O: -0.4454 -0.1098 -2.6331
H: 1.4029 -0.5457 -4.5247
H: 0.1938 -1.0170 -5.7909
H: 0.2891 -1.9241 -4.2162
H: -1.5653 -0.3167 -4.2229
H: -0.4742 0.9868 -4.3371
H: -1.2041 -0.5208 -2.1619
C: -3.9261 1.3085 2.3570
C: -4.4529 -0.1214 2.7333
O: -3.8055 -1.1202 1.8893
H: -2.8234 1.4297 2.6372
H: -4.4642 2.0414 2.9255
H: -4.0871 1.5283 1.3424
H: -5.5751 -0.2412 2.6399
H: -4.3290 -0.2779 3.7688
H: -2.8474 -0.9614 1.8894